(1)
Entry from the Open Molecules 2025 dataset: 2 unconnected molecules or ions with the total composition C5H16N3 at a distorted geometry (ωB97M-V/def2-TZVPD).

Structure (XYZ):
```
24
Properties=species:S:1:pos:R:3:forces:R:3:nbo_charge:R:1
C 1.10918 0.57868 -0.39585 0.38 -0.52 0.65 -0.24
C 0.22436 1.30526 -1.40141 0.11 -0.45 -0.19 -0.64
C 1.47335 -1.75997 -1.12925 -0.22 -1.21 0.75 0.68
N 0.84094 -0.87403 -0.35521 0.74 0.52 -0.96 -0.56
N 2.36220 -1.41400 -2.07334 0.02 0.71 1.00 -0.75
N 1.22192 -3.05614 -0.88793 0.40 1.14 -0.79 -0.75
H 2.19241 0.71978 -0.50822 -0.19 -0.10 -0.65 0.21
H 1.06183 0.88670 0.64956 -0.77 0.32 -0.10 0.25
H -0.67970 1.70482 -0.95630 0.20 0.49 0.15 0.24
H -0.17123 0.59258 -2.13003 0.34 -0.05 -0.12 0.22
H -0.07012 -1.14745 -0.04418 -0.32 -0.09 0.47 0.42
H 2.62865 -0.44524 -1.93299 0.33 -0.16 -0.70 0.41
H 3.11769 -2.05244 -2.30008 -0.24 0.14 -0.03 0.43
H 0.51742 -3.27168 -0.21931 -0.15 -0.60 0.34 0.42
H 1.73965 -3.75048 -1.38958 -0.28 -0.44 -0.02 0.42
H 0.81123 2.03812 -1.94712 -0.31 0.34 0.08 0.24
C -2.80286 1.62680 2.57122 0.28 0.97 -0.29 -0.62
C -1.78421 0.89307 1.70943 -0.27 -1.26 -0.49 -0.62
H -2.58728 2.68833 2.72460 0.40 -0.11 -0.07 0.22
H -3.77389 1.65237 2.08225 -0.19 -0.39 0.32 0.22
H -2.80596 1.19433 3.56574 -0.52 -0.20 -0.02 0.22
H -2.30225 0.12630 1.10562 -0.02 -0.03 0.39 0.19
H -1.07424 0.34346 2.33229 0.17 0.19 -0.07 0.20
H -1.24909 1.42084 0.93007 0.10 0.79 0.35 0.19
```
Positions in Å, forces in eV/Å.

The calculation puts the calculated total energy at -9908.9853 eV. Its highest occupied orbital energy is -14.3 eV. Its spin multiplicity is 1. As for the charge: +1.

(2)
Entry from the Open Molecules 2025 dataset: a molecular structure, C5H9NS at a distorted geometry (ωB97M-V/def2-TZVPD).

Structure (XYZ):
```
16
Properties=species:S:1:pos:R:3:forces:R:3:nbo_charge:R:1
C 1.64706 -0.17699 0.03152 -0.02 3.31 -2.13 -0.23
C 0.65485 -1.56863 1.04352 -1.55 -2.12 -1.34 -0.21
C 0.34112 -0.88941 -0.38448 -1.01 1.66 2.70 -0.22
C -0.99600 -0.12865 -0.54955 -0.17 -2.11 -0.48 -0.29
C -1.04581 1.01913 -1.44973 -0.96 0.32 0.05 -0.48
H 2.37408 0.22109 -0.70306 -0.41 -0.35 -0.08 0.18
H 1.35198 0.71762 0.64733 0.29 -0.76 0.04 0.17
H 2.65756 -1.23842 1.47692 0.23 0.06 0.09 0.35
H 0.27205 -0.90444 1.82442 -0.03 0.00 0.06 0.17
H 0.37330 -2.64751 1.25337 0.18 1.22 -0.29 0.19
H 0.53320 -1.50525 -1.22078 -0.02 -1.02 -0.73 0.22
H -1.84505 -0.89034 -0.71133 1.05 1.47 0.73 0.23
H -0.14100 1.35877 -1.87489 0.85 0.40 -0.42 0.22
H -1.94176 1.16061 -2.03311 0.07 -0.08 -0.36 0.22
N 2.03297 -1.34555 0.68979 1.36 -1.24 1.97 -0.61
S -1.34203 1.47588 0.27281 0.15 -0.75 0.18 0.09
```
Positions in Å, forces in eV/Å.

The calculation puts the calculated total energy at -17654.0660 eV. Its highest occupied orbital energy is -8.7 eV. Its spin multiplicity is 1.

(3)
Entry from the Open Molecules 2025 dataset: 2 unconnected molecules or ions with the total composition C5H10N (ωB97M-V/def2-TZVPD).

Structure (XYZ):
```
16
Properties=species:S:1:pos:R:3:forces:R:3:nbo_charge:R:1
C -0.52328 -2.41591 0.02863 0.02 -0.12 0.01 -0.36
C -1.61562 -1.67709 0.12956 -0.50 0.44 -0.33 -0.46
H 0.07594 -2.68049 0.88893 0.09 0.00 0.00 0.21
H -0.25067 -2.83350 -0.93293 0.15 -0.05 0.06 0.21
H -2.00068 -1.25986 1.05207 0.13 -0.14 0.18 0.21
H -2.22801 -1.48004 -0.74874 0.03 -0.06 0.07 0.21
C 1.05969 1.62274 0.44180 -0.11 0.04 0.08 -0.08
C 0.67535 1.64604 1.70459 0.14 -0.04 -0.12 -0.28
C 0.56327 0.85592 -1.76620 -0.11 -0.18 -0.48 0.11
N 0.36612 0.82620 -0.51330 0.17 0.15 0.10 -0.41
H 1.88888 2.19094 0.04886 -0.05 0.08 -0.14 0.24
H -0.11843 1.00854 2.06984 -0.10 0.13 0.09 0.22
H 1.18558 2.31321 2.38501 -0.04 -0.16 0.13 0.25
H -0.02148 0.19875 -2.39644 -0.03 -0.02 0.01 0.23
H 1.29000 1.51771 -2.22193 0.07 0.04 0.21 0.23
H -0.34668 0.16681 -0.16975 0.15 -0.11 0.10 0.47
```
Positions in Å, forces in eV/Å.

The calculation puts the calculated total energy at -6828.3675 eV. Its highest occupied orbital energy is -14.4 eV. Its spin multiplicity is 1. As for the charge: +1.

(4)
Entry from the Open Molecules 2025 dataset: 2 unconnected molecules or ions with the total composition C3H2F6O at a distorted geometry (ωB97M-V/def2-TZVPD).

Structure (XYZ):
```
12
Properties=species:S:1:pos:R:3:forces:R:3:nbo_charge:R:1
F -0.18913 1.52885 -1.72457 0.87 0.95 -0.47 -0.31
C -0.48557 0.42166 -1.09104 -2.85 -2.32 1.22 0.51
F 0.10762 -0.67912 -1.65463 0.55 0.53 -0.32 -0.35
C 0.03459 0.37278 0.41826 0.21 -0.04 -2.23 0.52
F -0.43790 1.34690 1.17808 -0.65 0.79 0.40 -0.32
F -0.39612 -0.80714 0.89530 0.04 -0.29 0.35 -0.33
H -1.63310 0.19663 -1.27034 2.04 0.71 1.02 0.14
H 1.13360 0.44313 0.42136 -0.21 -0.32 0.00 0.14
O 1.01261 -4.40995 1.49175 -1.21 -2.51 -0.64 -0.52
C 1.59857 -3.45354 1.71487 0.46 2.31 0.76 1.13
F 1.21461 -2.51331 2.55771 0.13 0.12 0.18 -0.31
F 2.72003 -3.06301 1.17992 0.62 0.08 -0.28 -0.30
```
Positions in Å, forces in eV/Å.

The calculation puts the calculated total energy at -21495.5689 eV. Its highest occupied orbital energy is -12.1 eV. Its spin multiplicity is 1.

(5)
Entry from the Open Molecules 2025 dataset: 3 unconnected molecules or ions with the total composition C2H11NO2S2 at a distorted geometry (ωB97M-V/def2-TZVPD).

Structure (XYZ):
```
18
Properties=species:S:1:pos:R:3:forces:R:3:nbo_charge:R:1
N 0.26599 -0.90668 -2.75961 -0.43 0.08 1.11 -0.82
C -1.15804 -0.60791 -2.63028 -1.13 -1.20 1.98 -0.22
C -1.59694 0.67141 -1.70764 -0.08 -1.69 -0.69 -0.56
S -0.71385 0.69263 -0.09867 0.13 0.20 -0.10 0.07
S -2.14614 1.23491 1.31035 0.26 -1.25 -0.52 -0.10
H 0.77929 -0.46839 -2.02279 0.51 -0.06 0.62 0.35
H 0.63209 -0.53211 -3.59377 0.40 0.52 -1.12 0.35
H -1.46421 -0.44102 -3.63451 -0.91 0.36 -0.72 0.19
H -1.65699 -1.58489 -2.28929 0.40 1.59 -0.17 0.18
H -1.41049 1.47970 -2.40543 0.27 0.80 0.61 0.21
H -2.64893 0.73612 -1.34257 0.54 -0.54 -0.95 0.24
H -2.04452 2.51924 1.11760 0.03 1.16 -0.04 0.11
O 6.29927 2.07576 3.61507 -0.80 -2.45 -1.48 -0.93
H 5.56661 2.21430 4.21493 -0.19 0.24 0.32 0.47
H 5.98741 1.22874 3.12359 0.99 2.20 1.16 0.47
O -1.53404 -2.54908 2.78380 -0.08 0.06 -0.61 -0.97
H -1.83145 -3.46975 2.62170 0.46 0.99 1.07 0.49
H -1.32505 -2.29297 3.69753 -0.38 -1.04 -0.47 0.48
```
Positions in Å, forces in eV/Å.

The calculation puts the calculated total energy at -29506.9150 eV. Its highest occupied orbital energy is -8.9 eV. Its spin multiplicity is 1.

(6)
Entry from the Open Molecules 2025 dataset: a single C5H8N2 molecule at a distorted geometry (ωB97M-V/def2-TZVPD).

Structure (XYZ):
```
15
Properties=species:S:1:pos:R:3:forces:R:3:nbo_charge:R:1
C -1.84611 0.50372 -0.54986 -3.95 0.40 0.27 -0.43
N -0.75046 0.26732 0.33581 -0.37 -0.58 -0.44 -0.14
C -0.21692 -1.05761 0.66789 2.98 1.97 1.31 -0.28
C 0.96967 -1.14000 -0.26307 0.62 -0.78 -2.02 -0.29
C 1.87574 -0.11607 -0.20862 -3.13 0.19 3.31 -0.26
C 1.52481 0.98593 0.64019 -8.10 -3.30 -1.78 -0.16
N -0.02222 1.28077 0.52082 6.65 1.25 0.87 -0.14
H -2.64711 1.25612 -0.16194 1.47 -1.39 0.16 0.22
H -1.72010 0.92684 -1.52616 1.45 0.18 -0.53 0.21
H -2.37081 -0.43657 -0.76116 0.10 0.09 0.42 0.21
H -0.96317 -1.82743 0.77425 -0.07 -0.15 -0.42 0.23
H 0.28973 -0.75289 1.70591 -1.08 -1.08 -1.52 0.21
H 1.02583 -1.72155 -1.21124 -0.41 -0.19 1.10 0.21
H 2.74675 0.05599 -0.72471 1.81 -0.34 -1.56 0.22
H 2.10437 1.77543 0.76188 2.03 3.72 0.83 0.18
```
Positions in Å, forces in eV/Å.

The calculation puts the calculated total energy at -8290.4429 eV. Its highest occupied orbital energy (spin up / spin down) is -7.6 / -7.6 eV. Its spin multiplicity is 1.